(1)
DFT (wB97M-V/def2-TZVPD) results for a structure of composition C21H55Be3N5O8.

XYZ file:
```
92
Properties=species:S:1:pos:R:3:forces:R:3:mulliken_charge:R:1
Be -3.473884 0.826099 -2.230862 0.86 1.84 4.00 1.129
Be 1.456136 -0.334011 -2.425892 -0.25 0.22 3.56 0.954
Be -1.406604 -0.974401 1.887908 2.88 0.74 -2.98 0.985
C -0.847794 0.218189 -0.807612 -0.02 -0.72 1.99 0.455
O -0.772674 0.771019 -1.874042 1.95 1.89 -7.65 -0.765
O 0.055276 -0.297591 -0.175862 4.09 -1.90 1.37 0.585
O -1.964574 0.224999 -0.305292 -7.42 -0.67 3.22 -0.925
C -3.238634 -4.650851 0.776408 1.00 -0.53 0.71 -1.556
C -1.919124 -4.279711 0.129938 -1.67 -1.06 -2.10 0.380
C -1.848364 -5.057741 -1.211662 -0.16 -1.35 0.79 -1.415
O -0.715004 -4.749181 -1.987422 0.48 0.07 -0.23 -0.427
C -0.500394 -5.760941 -3.001112 -0.86 -0.13 -0.72 -0.975
N -1.944624 -2.836641 -0.206832 0.94 0.36 0.67 0.013
H -4.095934 -4.265391 0.224548 -0.05 -0.09 0.27 0.438
H -3.166304 -4.345381 1.820228 -0.65 0.41 0.06 0.369
H -3.257514 -5.737251 0.862888 -0.44 -0.06 -0.22 0.404
H -1.117794 -4.703841 0.734988 0.40 1.11 0.17 0.262
H -2.764484 -5.046271 -1.802172 -0.29 0.76 -0.19 0.629
H -1.824364 -6.109431 -0.926242 0.32 -0.28 0.14 0.630
H 0.242736 -5.577681 -3.777182 0.49 0.92 0.64 0.358
H -1.416824 -5.769181 -3.591192 -0.21 -0.62 0.10 0.373
H -0.251814 -6.735671 -2.581332 -0.32 0.07 0.28 0.345
H -2.813884 -2.622321 -0.674322 -1.27 -0.11 1.00 0.331
H -1.462074 -2.814011 -1.093812 1.65 0.70 0.09 -0.095
C 4.294926 2.646819 -1.927472 0.36 0.13 -0.40 -1.513
C 3.183606 2.682199 -0.927402 1.25 -1.25 0.68 0.541
C 2.956696 4.108119 -0.449282 -0.13 -1.15 0.34 -1.192
O 2.007886 4.079849 0.592608 -0.60 0.33 -0.59 -0.045
C 1.807746 5.376009 1.152728 -0.21 0.37 1.00 -0.951
N 2.018736 1.951629 -1.475922 -1.19 0.42 -0.03 0.047
H 4.574246 1.645909 -2.256502 -0.02 -0.03 0.27 0.269
H 5.177256 3.153699 -1.536752 0.03 -0.02 -0.24 0.427
H 3.940896 3.152329 -2.825932 0.23 0.28 -0.11 0.420
H 3.390196 2.133289 -0.008652 0.60 0.02 0.09 0.026
H 2.649496 4.763239 -1.264482 0.19 0.34 -0.02 0.557
H 3.932066 4.325229 -0.013842 0.15 0.79 -0.33 0.431
H 0.795516 5.451069 1.550048 -0.04 -0.26 -0.01 0.241
H 1.922216 6.235329 0.491998 0.18 -0.36 -0.53 0.421
H 2.495196 5.522659 1.985798 0.11 0.02 0.02 0.321
H 1.405176 1.932999 -0.673852 -0.52 -0.93 0.44 -0.146
H 1.578686 2.758659 -1.894422 -0.74 -0.23 -1.67 0.327
C 1.935056 -4.590241 -0.101392 -0.32 -2.48 -0.31 -1.630
C 1.889906 -3.177461 -0.491112 0.83 0.88 0.32 1.724
C 3.322726 -2.630901 -0.463482 -1.92 -1.18 0.10 -1.278
O 3.167376 -1.286081 -0.778222 0.49 0.80 0.13 0.075
C 4.395196 -0.594811 -0.614642 0.42 1.64 -0.79 -0.539
N 1.300986 -2.985201 -1.824832 0.74 1.50 -0.15 -0.186
H 0.917326 -4.977481 -0.052812 0.21 -0.28 0.28 0.164
H 2.516486 -4.883211 0.772798 -0.33 0.67 0.50 0.489
H 2.449656 -5.207341 -0.837922 -0.08 0.04 -0.55 0.452
H 1.178416 -2.665691 0.156938 0.54 0.48 0.40 -0.672
H 3.963466 -3.215221 -1.123882 0.00 0.25 -0.74 0.551
H 3.785846 -2.840381 0.500758 -0.19 0.65 0.45 0.526
H 5.131336 -1.008631 0.074538 -0.42 -0.48 0.09 0.449
H 4.126656 0.403879 -0.270252 0.28 -0.12 -0.01 -0.177
H 4.852136 -0.507141 -1.600352 0.35 0.00 0.11 0.260
H 0.359766 -3.345211 -1.757062 -0.37 -0.13 -0.51 0.078
H 1.792026 -3.645571 -2.410402 0.07 0.04 -0.83 0.374
C 3.122806 -0.232441 3.508648 0.01 1.05 -0.01 -1.680
C 1.603306 0.021139 3.199218 1.88 0.58 0.65 0.040
C 1.274936 1.356099 2.498908 -1.28 -0.84 0.53 0.183
O -0.210514 1.442699 2.433428 1.63 -2.45 1.87 -0.304
C -0.575154 2.739779 2.168428 -0.98 0.76 -1.54 -0.468
N 1.184546 -1.098831 2.377478 -1.88 0.37 -0.46 -0.152
H 3.786286 -0.124881 2.650558 -0.09 0.32 -0.18 0.328
H 3.366266 -1.211271 3.921818 -0.66 -0.31 0.02 0.547
H 3.437116 0.440719 4.306248 0.15 0.26 -0.20 0.461
H 1.195486 -0.040241 4.208188 -0.74 0.28 -0.26 0.299
H 1.571686 1.485699 1.458118 0.54 -0.59 -0.08 -0.354
H 1.729326 2.195569 3.025128 -0.44 0.08 0.33 0.628
H -0.298674 2.835659 1.118438 0.15 1.18 -0.18 -0.085
H -0.098904 3.471729 2.820768 -0.06 -0.02 -0.04 0.467
H -1.662334 2.811339 2.200278 0.00 0.12 0.35 0.214
H 1.915366 -1.763211 2.588668 -0.67 -1.28 -0.17 0.282
H 1.323766 -0.784581 1.427758 -0.06 -0.33 -0.61 -0.326
C -6.471784 3.025769 0.855128 0.37 0.86 -0.57 -1.353
C -5.602604 2.779589 -0.450022 0.52 -0.15 1.03 0.083
C -4.204824 3.392829 -0.174832 -1.11 -0.13 0.08 -0.502
O -3.143494 3.033839 -1.094292 -2.16 -1.41 -0.92 -0.073
C -2.099994 3.977549 -1.134412 1.00 0.84 0.41 -0.758
N -5.552024 1.319719 -0.607962 1.27 -0.21 -0.64 -0.446
H -6.806654 4.060449 0.928678 -0.09 0.06 -0.29 0.390
H -5.884524 2.888289 1.763048 0.32 -0.27 -0.12 0.418
H -7.358994 2.404619 0.978168 0.00 -0.11 -0.52 0.444
H -6.020414 3.104359 -1.402942 -0.18 0.69 0.35 0.346
H -3.929624 3.138189 0.848658 0.43 -0.37 -0.03 0.205
H -4.463844 4.449889 -0.114672 0.79 0.39 -0.57 0.418
H -1.766824 4.043829 -0.098702 0.43 0.38 -0.11 0.258
H -2.381204 4.964079 -1.502882 -0.55 -0.05 0.12 0.417
H -1.276004 3.678999 -1.782492 -0.22 -0.60 0.12 0.165
H -5.332134 0.947739 0.304938 0.56 -0.51 0.22 0.272
H -6.536724 1.110159 -0.688902 -0.30 -0.95 -0.92 0.315
```
Positions in Å, forces in eV/Å.

Computed properties:
Total charge: +4
Max |F|: 0.158 Eh/bohr
HOMO-LUMO gap: 4.4 eV
Energy relative to the best compared isomer or geometry (same formula, charge and spin): 0.0 kJ/mol
HOMO: -19.0 eV



(2)
DFT (wB97M-V/def2-TZVPD) results for a structure of composition C3H3BrF2.

XYZ file:
```
9
Properties=species:S:1:pos:R:3:forces:R:3:mulliken_charge:R:1
C -0.010985 0.635699 -0.006693 2.38 1.60 -0.52 -0.272
C -0.138820 -0.622390 0.083786 0.44 -0.59 0.50 -0.097
C 2.794994 -1.129861 -0.079179 0.22 0.83 1.85 0.263
F 3.321265 -1.615732 1.112973 -0.60 0.01 -1.81 -0.193
F 3.435951 -1.602171 -1.122083 0.03 -0.56 0.18 -0.184
Br 3.027816 0.795432 -0.003997 1.49 -0.01 -0.08 -0.139
H -0.529567 1.554311 -0.159416 -1.60 -0.10 0.03 0.301
H 1.100797 1.124745 -0.071236 -1.98 -1.56 0.25 -0.069
H 0.384124 -1.553443 0.337805 -0.39 0.37 -0.38 0.390
```
Positions in Å, forces in eV/Å.

Computed properties:
Total charge: 0
Max |F|: 0.057 Eh/bohr
HOMO-LUMO gap (spin up / spin down): 6.7 / 9.2 eV
Energy relative to the best compared isomer or geometry (same formula, charge and spin): 549.4 kJ/mol
HOMO (spin up / spin down): -8.2 / -9.6 eV